Computed, not measured: C24H29N5O3Pd as an isolated structure at a distorted geometry, with wB97M-V/def2-TZVPD.

ORCA input file:
```
! wB97M-V def2-TZVPD RIJCOSX def2/J DEFGRID3
* xyz 4 5
N 1.913 -1.219 0.989
C 3.001 -1.472 1.310
C 4.380 -1.666 1.682
H 4.929 -2.119 0.847
H 4.448 -2.320 2.558
H 4.812 -0.685 1.917
N -1.660 0.295 1.538
C -2.455 0.669 2.300
C -3.428 1.198 3.225
H -3.414 0.617 4.157
H -4.430 1.144 2.775
H -3.175 2.248 3.439
N -0.584 -0.732 -2.158
C -0.921 -0.864 -3.259
C -1.308 -1.015 -4.639
H -1.779 -0.082 -4.976
H -2.017 -1.846 -4.737
H -0.415 -1.219 -5.242
Pd -0.110 0.556 0.085
C -1.306 1.809 -0.757
O -2.010 2.625 -1.173
C 0.859 1.493 1.443
O 1.444 2.226 2.117
C -0.069 -3.177 1.637
C 0.283 -3.546 0.336
C -0.652 -3.437 -0.698
C -1.939 -2.963 -0.429
C -2.289 -2.593 0.875
C -1.355 -2.701 1.907
H 0.658 -3.248 2.449
H 1.289 -3.910 0.116
H -0.365 -3.718 -1.715
H -2.674 -2.875 -1.233
H -3.298 -2.224 1.081
H -1.621 -2.417 2.930
C 1.353 5.942 -6.217
C 1.221 6.225 -4.740
N 1.985 5.291 -3.891
C 3.049 5.856 -3.033
C 2.778 5.845 -1.541
C 1.470 4.027 -3.794
O 0.441 3.719 -4.408
C 2.137 2.987 -2.929
C 3.501 2.854 -2.637
C 3.859 2.019 -1.579
C 2.850 1.345 -0.862
N 1.563 1.403 -1.216
C 1.252 2.054 -2.347
H 2.401 5.979 -6.516
H 0.810 6.705 -6.774
H 0.939 4.964 -6.456
H 1.596 7.225 -4.504
H 0.164 6.151 -4.449
H 3.990 5.330 -3.252
H 3.164 6.892 -3.374
H 2.649 4.833 -1.151
H 3.635 6.306 -1.040
H 1.891 6.442 -1.311
H 4.257 3.385 -3.219
H 4.894 1.911 -1.244
H 3.097 0.724 0.000
H 0.262 1.870 -2.765
*
```

As for the total energy: -42385.2925 eV.

Computed, not measured: C24H29N5O3Pt as an isolated structure at a distorted geometry, with wB97M-V/def2-TZVPD.

ORCA input file:
```
! wB97M-V def2-TZVPD RIJCOSX def2/J DEFGRID3
* xyz 4 5
N 2.607 0.409 -2.211
C 3.578 -0.121 -2.566
C 4.805 -0.790 -2.931
H 5.650 -0.311 -2.418
H 4.959 -0.713 -4.014
H 4.764 -1.849 -2.644
N -2.602 0.299 -2.744
C -3.459 0.126 -3.496
C -4.588 -0.147 -4.319
H -4.286 -0.062 -5.362
H -5.369 0.582 -4.102
H -4.953 -1.155 -4.121
N -0.466 3.309 0.845
C -0.718 4.036 1.710
C -0.999 4.901 2.828
H -1.798 4.479 3.444
H -1.309 5.886 2.467
H -0.101 5.019 3.442
Pt -0.813 1.040 -1.856
C -1.944 1.050 -0.211
O -2.649 0.991 0.695
C -0.081 -0.702 -2.280
O 0.307 -1.743 -2.589
C 0.545 1.949 -3.709
C 1.092 2.710 -2.679
C 0.276 3.499 -1.865
C -1.098 3.547 -2.072
C -1.656 2.825 -3.134
C -0.836 2.024 -3.954
H 1.198 1.469 -4.437
H 2.175 2.807 -2.590
H 0.748 4.193 -1.166
H -1.701 4.284 -1.544
H -2.696 2.981 -3.397
H -1.242 1.569 -4.851
C 0.740 -5.550 2.311
C -0.012 -4.647 3.287
N -0.026 -3.248 2.839
C -1.232 -2.479 3.204
C -1.013 -1.362 4.196
C 1.209 -2.628 2.726
O 2.264 -3.087 3.160
C 1.249 -1.333 1.992
C 2.218 -0.376 2.314
C 2.291 0.816 1.613
C 1.423 1.005 0.533
N 0.547 0.061 0.231
C 0.418 -1.085 0.895
H 0.314 -5.441 1.298
H 0.615 -6.594 2.637
H 1.811 -5.299 2.313
H -1.064 -4.952 3.326
H 0.434 -4.743 4.299
H -1.649 -2.103 2.261
H -1.931 -3.229 3.602
H -0.332 -0.598 3.820
H -1.978 -0.893 4.379
H -0.635 -1.766 5.139
H 2.878 -0.590 3.142
H 2.998 1.607 1.825
H 1.455 1.927 -0.061
H -0.331 -1.808 0.546
*
```

As for the total energy: -42150.5100 eV.

Computed, not measured: a 5-piece molecular cluster, C24H29N5O8 overall at a distorted geometry, with wB97M-V/def2-TZVPD.

ORCA input file:
```
! wB97M-V def2-TZVPD RIJCOSX def2/J DEFGRID3
* xyz 0 1
C -45.883 -6.697 40.792
C -45.284 -5.475 41.471
C -46.012 -4.261 41.972
C -47.537 -4.489 41.986
C -48.130 -5.601 41.127
C -47.274 -6.644 40.455
N -48.357 -3.431 42.499
O -47.810 -2.513 43.195
O -49.590 -3.418 42.062
H -45.451 -7.510 40.611
H -44.139 -5.503 41.578
H -45.467 -3.437 42.592
H -49.212 -5.732 41.067
H -47.743 -7.408 39.814
C -48.153 1.146 40.681
C -47.567 1.961 41.807
C -46.285 1.565 42.551
C -45.650 0.166 42.364
C -46.474 -0.815 41.317
C -47.616 -0.212 40.496
N -44.547 -0.461 43.126
O -44.137 -1.646 42.799
O -43.905 0.387 43.704
H -48.937 1.558 40.055
H -47.717 2.935 42.130
H -45.930 2.219 43.381
H -46.030 -1.722 41.248
H -48.176 -0.861 39.880
C -40.530 -4.871 43.632
C -40.643 -6.164 42.961
C -41.080 -6.117 41.479
C -41.732 -4.831 40.936
C -41.628 -3.626 41.804
C -41.055 -3.688 43.228
N -42.243 -4.879 39.649
O -42.895 -5.865 39.254
O -42.048 -3.865 38.979
H -39.947 -4.817 44.525
H -40.306 -7.138 43.369
H -40.944 -7.105 40.875
H -42.044 -2.781 41.527
H -41.037 -2.852 43.952
C -38.886 -4.129 36.676
O -38.151 -5.182 36.583
N -38.496 -2.963 36.152
C -39.446 -1.889 36.297
C -37.255 -2.832 35.346
H -39.975 -4.112 37.130
H -40.544 -2.224 36.084
H -39.119 -0.980 35.649
H -39.474 -1.460 37.317
H -37.428 -3.229 34.437
H -36.453 -3.404 35.955
H -36.964 -1.777 35.031
C -41.245 -9.882 43.519
O -40.467 -9.527 42.612
N -42.302 -10.751 43.253
C -43.090 -11.126 44.408
C -42.590 -11.394 41.979
H -41.164 -9.382 44.461
H -43.597 -12.244 44.312
H -43.872 -10.380 45.003
H -42.579 -10.898 45.258
H -43.095 -10.768 41.256
H -43.402 -12.120 42.090
H -41.774 -12.094 41.499
*
```

The SMILES is O=[N+]([O-])c1ccccc1.O=[N+]([O-])c1ccccc1.O=[N+]([O-])c1ccccc1.CN(C)C=O.CN(C)C=O. As for the energy relative to the best compared isomer or geometry (same formula, charge and spin): 234.8 kcal/mol.

Computed, not measured: C24H29N5O8Se2Sn as an isolated structure at a distorted geometry, with wB97M-V/def2-TZVPD.

ORCA input file:
```
! wB97M-V def2-TZVPD RIJCOSX def2/J DEFGRID3
* xyz -2 1
Sn -0.138 -0.404 0.034
C 3.466 1.905 -1.435
O 2.048 1.609 -1.465
C 1.402 1.411 -2.649
C 2.046 1.382 -3.868
C 1.311 1.360 -5.052
C -0.094 1.369 -5.078
C -0.728 1.401 -3.822
C 0.004 1.419 -2.632
N -0.651 1.447 -1.406
N -1.793 2.072 -1.402
C -2.315 2.481 -0.231
C -2.041 1.887 1.038
O -1.089 1.042 1.221
C -2.833 2.253 2.188
C -3.795 3.220 2.120
C -4.001 3.853 0.799
C -4.978 4.879 0.729
C -5.343 5.409 -0.486
C -4.745 4.911 -1.684
C -3.768 3.930 -1.619
C -3.363 3.485 -0.369
H 3.703 2.914 -1.815
H 4.021 1.188 -2.008
H 3.707 1.814 -0.393
H 3.141 1.357 -3.925
H 1.899 1.353 -5.980
H -0.573 1.317 -6.089
H -1.776 1.353 -3.711
H -2.638 1.743 3.110
H -4.354 3.632 2.980
H -5.507 5.105 1.651
H -6.154 6.163 -0.558
H -5.105 5.286 -2.633
H -3.396 3.417 -2.481
O 3.804 -3.884 5.237
C 2.664 -3.868 4.368
C 2.206 -2.388 4.180
C 2.218 -1.757 5.614
O 1.542 -0.511 5.630
C 3.219 -1.603 3.275
Se 3.347 -2.157 1.424
C 0.841 -2.367 3.505
Se 0.934 -2.751 1.481
H 3.984 -4.793 5.533
H 1.868 -4.480 4.841
H 2.870 -4.227 3.343
H 3.227 -1.755 6.067
H 1.601 -2.441 6.255
H 2.097 0.231 5.909
H 4.232 -1.769 3.679
H 2.952 -0.538 3.261
H 0.401 -1.355 3.522
H 0.191 -3.188 3.786
C -1.558 -3.232 -3.109
O -0.288 -3.930 -2.983
C 0.769 -3.183 -2.623
O 0.750 -2.029 -2.162
N 1.929 -3.879 -2.893
N 3.191 -3.285 -2.775
H -2.327 -3.983 -3.204
H -1.492 -2.601 -3.989
H -1.832 -2.593 -2.263
H 1.983 -4.672 -3.579
H 3.154 -2.317 -2.435
H 3.637 -3.863 -2.022
O -2.362 -1.463 1.064
N -2.969 -1.391 -0.006
O -2.352 -0.940 -1.016
*
```

As for the energy relative to the best compared isomer or geometry (same formula, charge and spin): 50.3 kcal/mol.

Computed, not measured: C24H29N5O8Se2Sn as an isolated structure at a distorted geometry, with wB97M-V/def2-TZVPD.

ORCA input file:
```
! wB97M-V def2-TZVPD RIJCOSX def2/J DEFGRID3
* xyz -2 1
Sn -0.174 -0.345 0.460
C -1.089 2.979 -1.751
O 0.018 2.006 -1.671
C 1.240 2.301 -1.190
C 1.733 3.580 -1.112
C 3.039 3.809 -0.698
C 3.871 2.758 -0.348
C 3.395 1.446 -0.450
C 2.094 1.201 -0.882
N 1.564 -0.060 -1.059
N 2.452 -0.915 -1.516
C 1.977 -2.068 -2.025
C 0.604 -2.543 -1.837
O -0.307 -1.887 -1.186
C 0.368 -3.853 -2.299
C 1.264 -4.539 -3.085
C 2.567 -4.050 -3.350
C 3.455 -4.751 -4.170
C 4.548 -4.127 -4.642
C 4.931 -2.856 -4.213
C 4.194 -2.224 -3.212
C 2.963 -2.797 -2.789
H -0.869 3.819 -2.457
H -1.424 3.477 -0.784
H -1.873 2.364 -2.176
H 1.164 4.440 -1.388
H 3.414 4.832 -0.677
H 4.880 2.980 0.064
H 4.035 0.545 -0.170
H -0.579 -4.307 -1.996
H 1.096 -5.549 -3.468
H 3.319 -5.810 -4.453
H 5.133 -4.603 -5.404
H 5.778 -2.344 -4.611
H 4.592 -1.310 -2.732
O -1.956 4.333 3.596
C -1.686 2.960 3.301
C -1.660 2.070 4.541
C -0.885 2.710 5.713
O -1.201 2.038 6.924
C -0.993 0.768 4.194
Se 0.791 0.849 3.380
C -3.100 1.736 5.021
Se -4.317 1.104 3.620
H -2.229 4.792 2.789
H -0.656 2.844 2.776
H -2.479 2.508 2.652
H -1.257 3.740 5.738
H 0.186 2.763 5.513
H -0.390 1.618 7.295
H -1.569 0.267 3.396
H -0.769 0.178 5.075
H -3.604 2.642 5.348
H -2.999 1.026 5.847
C -3.965 -0.121 -3.417
O -3.933 -1.419 -2.649
C -3.469 -1.217 -1.394
O -2.840 -0.249 -0.946
N -3.645 -2.418 -0.716
N -3.500 -2.462 0.700
H -4.610 -0.312 -4.312
H -2.947 0.113 -3.769
H -4.400 0.688 -2.789
H -4.460 -2.956 -0.966
H -2.789 -3.159 0.923
H -3.113 -1.509 0.899
O 1.286 -2.022 1.300
N 0.505 -2.863 1.880
O -0.719 -2.635 1.810
*
```

As for the energy relative to the best compared isomer or geometry (same formula, charge and spin): 36.0 kcal/mol.

Computed, not measured: one molecule with the formula C24H29NO6 at a distorted geometry, with wB97M-V/def2-TZVPD.

ORCA input file:
```
! wB97M-V def2-TZVPD RIJCOSX def2/J DEFGRID3
* xyz 0 1
C 1.351 -0.920 -1.929
C 0.869 -0.697 -0.502
C -0.024 -1.800 0.039
C 0.361 -2.466 1.293
C 1.580 -2.123 2.102
C -0.393 -3.545 1.789
C -1.442 -4.109 1.060
C -2.220 -5.249 1.622
C -1.644 -3.630 -0.202
C -0.983 -2.531 -0.732
C -1.301 -2.166 -2.184
H 2.359 -0.531 -2.006
H 1.436 -1.966 -2.274
H 0.639 -0.421 -2.594
H 1.912 -0.745 0.196
H 1.597 -2.670 3.045
H 2.474 -2.408 1.513
H 1.645 -1.053 2.376
H -0.168 -3.975 2.725
H -2.997 -5.560 0.889
H -1.585 -6.123 1.811
H -2.691 -4.977 2.576
H -2.410 -4.154 -0.855
H -2.272 -2.617 -2.445
H -1.398 -1.098 -2.381
H -0.544 -2.613 -2.851
C -1.778 1.620 3.809
C -0.441 1.225 3.268
O -0.644 1.270 1.819
C 0.481 1.063 1.184
C 0.562 0.909 -0.349
C -0.814 1.087 -0.976
O -0.995 0.965 -2.196
O -1.827 1.527 -0.251
C -2.955 1.714 -1.140
C -4.048 2.093 -0.189
C 1.562 1.896 -0.940
C 1.518 2.222 -2.314
C 2.568 2.895 -2.927
C 3.696 3.247 -2.163
N 4.771 3.917 -2.795
O 5.750 4.275 -2.102
O 4.730 4.149 -4.022
C 3.727 3.007 -0.792
C 2.692 2.332 -0.216
O 1.554 0.992 1.895
H -1.768 1.536 4.919
H -1.969 2.685 3.527
H -2.576 0.981 3.371
H 0.314 1.971 3.542
H -0.151 0.222 3.636
H -2.719 2.542 -1.830
H -3.217 0.795 -1.706
H -4.989 2.275 -0.744
H -4.154 1.270 0.550
H -3.757 3.031 0.338
H 0.738 1.846 -2.943
H 2.523 3.166 -3.974
H 4.585 3.379 -0.202
H 2.882 2.043 0.831
*
```

The SMILES is CCOC(=O)C(C(=O)OCC)(c1ccc([N+](=O)[O-])cc1)[C@H](C)c1c(C)cc(C)cc1C. As for the energy relative to the best compared isomer or geometry (same formula, charge and spin): 88.6 kcal/mol.

Computed, not measured: C24H2Cl3F15GeIrO2S as an isolated structure, with wB97M-V/def2-TZVPD.

ORCA input file:
```
! wB97M-V def2-TZVPD RIJCOSX def2/J DEFGRID3
* xyz -1 1
Ir -2.009 -2.430 0.189
Cl 4.671 -4.780 2.015
C 2.960 -4.496 1.827
C 2.490 -3.867 0.689
C 1.132 -3.659 0.576
Cl 0.475 -2.893 -0.843
C 0.182 -4.032 1.543
O -1.094 -3.844 1.415
C 0.730 -4.674 2.675
Cl -0.353 -5.180 3.929
C 2.085 -4.903 2.820
H 3.167 -3.547 -0.090
H 2.453 -5.391 3.711
F -1.194 3.654 -0.838
C -0.751 3.653 0.428
C -0.408 2.462 1.046
C 0.072 2.558 2.340
F 0.464 1.466 3.002
C 0.183 3.769 3.004
F 0.647 3.826 4.256
C -0.190 4.934 2.359
F -0.092 6.107 2.986
C -0.661 4.879 1.060
F -1.011 6.007 0.434
Ge -0.561 0.717 0.118
S -0.938 -0.888 1.525
C 1.156 0.638 -0.878
C 1.327 1.192 -2.134
F 0.326 1.871 -2.716
C 2.506 1.080 -2.849
F 2.627 1.622 -4.065
C 3.575 0.406 -2.288
F 4.720 0.291 -2.962
C 3.457 -0.134 -1.020
F 4.494 -0.775 -0.473
C 2.262 0.001 -0.334
F 2.215 -0.504 0.899
C -2.048 0.772 -1.163
C -2.034 0.045 -2.339
F -0.921 -0.600 -2.726
C -3.146 -0.079 -3.149
F -3.096 -0.789 -4.280
C -4.329 0.528 -2.769
F -5.412 0.419 -3.537
C -4.383 1.254 -1.593
F -5.526 1.840 -1.225
C -3.247 1.356 -0.813
F -3.345 2.052 0.331
O -3.628 -1.930 -0.090
*
```

As for the energy relative to the best compared isomer or geometry (same formula, charge and spin): 0.0 kcal/mol.

Computed, not measured: C24H30AuBN4O2 as an isolated structure, with wB97M-V/def2-TZVPD.

ORCA input file:
```
! wB97M-V def2-TZVPD RIJCOSX def2/J DEFGRID3
* xyz 2 1
Au 0.251 0.318 -0.741
C 2.165 1.639 -2.439
N 1.764 0.212 -2.339
C 2.925 -0.688 -2.082
C 2.849 -1.598 -0.869
C 3.946 -2.403 -0.585
C 3.892 -3.234 0.518
C 2.751 -3.233 1.310
C 1.711 -2.398 0.957
N 1.756 -1.603 -0.118
C 0.920 -0.249 -3.471
C -0.118 -1.276 -3.063
C -0.477 -2.304 -3.906
C -1.525 -3.144 -3.552
C -2.189 -2.926 -2.359
C -1.780 -1.889 -1.540
N -0.768 -1.081 -1.882
C 2.248 2.308 -1.078
C 3.156 3.311 -0.821
C 3.116 3.974 0.401
C 2.171 3.601 1.342
C 1.297 2.572 1.043
N 1.327 1.955 -0.143
H 1.402 2.165 -3.016
H 3.112 1.753 -2.969
H 3.817 -0.068 -1.978
H 3.083 -1.306 -2.969
H 4.826 -2.376 -1.216
H 4.731 -3.872 0.762
H 2.672 -3.865 2.183
H 0.804 -2.352 1.548
H 1.531 -0.638 -4.288
H 0.373 0.614 -3.854
H 0.053 -2.442 -4.838
H -1.817 -3.956 -4.205
H -3.016 -3.550 -2.052
H -2.275 -1.677 -0.609
H 3.887 3.579 -1.572
H 3.819 4.768 0.612
H 2.111 4.087 2.305
H 0.571 2.211 1.757
C -2.147 1.517 3.871
C -2.171 0.544 2.714
C -2.189 -0.891 3.208
O -0.907 0.694 1.948
B -1.244 0.506 0.655
O -2.558 0.455 0.371
C -3.254 0.845 1.627
C -3.577 2.321 1.485
C -4.516 0.021 1.747
H -1.338 1.254 4.552
H -3.085 1.461 4.425
H -2.004 2.544 3.539
H -1.310 -1.065 3.828
H -2.175 -1.602 2.378
H -3.075 -1.087 3.811
H -2.672 2.921 1.371
H -4.128 2.685 2.352
H -4.195 2.466 0.600
H -4.314 -1.048 1.710
H -5.196 0.276 0.935
H -5.018 0.244 2.689
*
```

As for the energy relative to the best compared isomer or geometry (same formula, charge and spin): 0.0 kcal/mol.